ORCA calculation (ωB97M-V/def2-TZVPD) on a single C13H14ClNO3 molecule.

Element x y z (Å)
C1 -3.748 -2.307 0.799
C2 -3.258 -1.058 1.517
H1 -4.084 -0.585 2.058
H2 -2.444 -1.290 2.206
O1 -2.706 -0.109 0.599
C3 -3.562 0.707 -0.019
O2 -4.755 0.681 0.122
C4 -2.837 1.682 -0.936
N1 -1.423 1.443 -1.024
C5 -0.525 2.282 -0.439
O3 -0.845 3.362 0.015
C6 0.878 1.803 -0.433
C7 1.232 0.536 -0.223
C8 2.597 0.016 -0.176
C9 2.838 -1.234 -0.752
C10 4.102 -1.788 -0.785
C11 5.166 -1.107 -0.217
C12 4.952 0.117 0.389
C13 3.682 0.675 0.409
Cl1 3.481 2.175 1.247
H3 5.767 0.649 0.855
H4 6.158 -1.531 -0.234
H5 4.257 -2.751 -1.248
H6 2.009 -1.766 -1.195
H7 0.466 -0.224 -0.107
H8 1.612 2.587 -0.532
H9 -1.121 0.531 -1.325
H10 -2.965 2.692 -0.528
H11 -3.312 1.647 -1.922
H12 -4.108 -3.026 1.528
H13 -2.941 -2.757 0.225
H14 -4.563 -2.052 0.126

Results
Highest occupied orbital energy = -9.12 eV
Calculated total energy = -33863.5394 eV
Lowest unoccupied orbital energy = 0.219 eV
Max |F| = 0.557 eV Å⁻¹
Energy above the lowest of the compared OMol25 structures with the same formula, charge and spin = 0.0 kcal/mol
HOMO-LUMO gap = 9.338 eV
SMILES = CCOC(=O)CNC(=O)/C=C/c1ccccc1Cl

Mulliken charges in e:
1. C -1.107
2. C -0.279
3. H 0.326
4. H 0.322
5. O -0.280
6. C 0.592
7. O -0.592
8. C -0.643
9. N -0.203
10. C 0.529
11. O -0.657
12. C -0.371
13. C -0.432
14. C 0.296
15. C -0.378
16. C -0.688
17. C -0.399
18. C -0.539
19. C 0.404
20. Cl -0.197
21. H 0.423
22. H 0.371
23. H 0.374
24. H 0.382
25. H 0.389
26. H 0.464
27. H 0.242
28. H 0.332
29. H 0.334
30. H 0.385
31. H 0.284
32. H 0.318